w) Formula: C5H12N2O
Source: the OMol25 dataset
Level of theory: ωB97M-V with the def2-TZVPD basis set

Positions of all 20 atoms, in Å:
C 2.15 0.40 -0.57
C 2.16 -0.63 -1.59
N 2.25 0.25 0.71
C -1.14 -1.04 -0.07
O -0.42 -1.55 -0.95
H 1.77 1.37 -0.89
H 0.59 0.07 1.37
H 2.61 -0.67 0.95
H -1.91 -1.65 0.42
H 1.00 -1.12 -1.45
H 2.82 -1.47 -1.36
H 2.41 -0.25 -2.58
C -2.56 1.00 0.54
C -1.18 0.42 0.27
N -0.46 -0.02 1.47
H -0.78 0.45 2.31
H -0.58 1.03 -0.41
H -3.12 1.07 -0.39
H -3.12 0.36 1.22
H -2.47 1.98 0.99

Computed properties:
Frontier orbital gap ... 10.2 eV
2S+1 ... 1

These are the natural (NBO) partial charges, in e, on atoms 1 to 4: atom 1 (C): 0.19, atom 2 (C): -0.78, atom 3 (N): -0.71, atom 4 (C): 0.46

x) Formula: C5H12N2O
Source: the OMol25 dataset
Level of theory: ωB97M-V with the def2-TZVPD basis set

Positions of all 20 atoms, in Å:
C 0.89 -1.08 0.98
C 0.14 -0.15 0.03
C -0.58 0.94 0.84
C 0.30 1.75 1.76
N 1.14 2.69 1.05
N -0.83 -0.85 -0.81
C -0.46 -1.40 -1.99
O -1.08 -2.28 -2.57
H 1.32 -1.99 0.53
H 1.81 -0.59 1.31
H 0.33 -1.42 1.84
H 0.90 0.29 -0.62
H -1.38 0.50 1.44
H -1.08 1.63 0.15
H -0.37 2.32 2.42
H 0.79 1.14 2.52
H 1.65 3.37 1.61
H 1.83 2.16 0.53
H -1.66 -1.13 -0.32
H 0.44 -0.98 -2.48

Computed properties:
Frontier orbital gap ... 10.5 eV
SMILES ... C[C@H](CCN)NC=O
2S+1 ... 1

These are the natural (NBO) partial charges, in e, on atoms 1 to 4: atom 1 (C): -0.63, atom 2 (C): -0.05, atom 3 (C): -0.41, atom 4 (C): -0.22

Most stable pick: x). Distance to second place: 0.0805 hartree.

w) Formula: C3H5O3S
Source: the OMol25 dataset
Level of theory: ωB97M-V with the def2-TZVPD basis set

Positions of all 12 atoms, in Å:
C -0.77 -1.10 0.64
C 0.07 -0.09 0.53
C 0.13 0.57 -0.69
O 0.16 2.96 -2.06
O -1.91 2.28 -0.93
O 2.00 0.95 -0.85
S -0.51 2.50 -0.81
H -1.25 -1.56 1.48
H -1.13 -1.57 -0.31
H 0.68 0.27 1.48
H 0.07 0.20 -1.64
H 2.09 1.81 -1.15

Computed properties:
Total charge ... -1
Frontier orbital gap ... 7.4 eV
2S+1 ... 1

These are the natural (NBO) partial charges, in e, on atoms 1 to 4: atom 1 (C): -0.42, atom 2 (C): -0.24, atom 3 (C): -0.12, atom 4 (O): -1.04

x) Formula: C3H5O3S
Source: the OMol25 dataset
Level of theory: ωB97M-V with the def2-TZVPD basis set

Positions of all 12 atoms, in Å:
C 2.90 0.21 -0.26
C -1.44 0.46 -0.86
C -0.31 0.14 0.22
O 2.91 1.11 -0.96
O 2.98 -0.71 0.44
O -0.67 0.64 1.46
S -0.36 -2.00 0.42
H -1.17 1.50 -1.10
H -1.55 -0.29 -1.76
H -2.42 0.38 -0.41
H -1.59 0.67 1.53
H 0.71 -2.10 1.26

Computed properties:
Total charge ... -1
Frontier orbital gap ... 5.5 eV
2S+1 ... 1

These are the natural (NBO) partial charges, in e, on atoms 1 to 4: atom 1 (C): 1.05, atom 2 (C): -0.73, atom 3 (C): -0.07, atom 4 (O): -0.53

y) Formula: C3H5O3S
Source: the OMol25 dataset
Level of theory: ωB97M-V with the def2-TZVPD basis set

Positions of all 12 atoms, in Å:
C -1.82 -0.89 -0.18
C -0.97 0.07 -0.61
C 0.20 0.35 0.31
O 2.61 0.79 -0.52
O 2.11 -1.43 0.62
O 0.37 1.75 0.49
S 1.79 -0.47 -0.47
H -2.67 -1.18 -0.78
H -1.83 -1.37 0.76
H -1.07 0.68 -1.47
H -0.04 -0.04 1.44
H 1.31 1.74 0.41

Computed properties:
Total charge ... -1
Frontier orbital gap ... 7.5 eV
2S+1 ... 1

These are the natural (NBO) partial charges, in e, on atoms 1 to 4: atom 1 (C): -0.43, atom 2 (C): -0.19, atom 3 (C): -0.17, atom 4 (O): -1.07

Most stable pick: y). Distance to second place: 0.0239 hartree.